<i>
The following is a DFT calculation (ωB97M-V with the def2-TZVPD basis set) of a cluster of 2 separate species, C5H8N2O in total.

Last column: Mulliken charge in e.
Cartesian coordinates (Å):
1 C -0.0836 -1.2261 0.0928  0.04
2 C -0.5700 -0.3528 1.0413  -0.92
3 C -0.8356 -1.5769 -1.1320  -1.05
4 C 0.0486 1.4140 0.1518  0.83
5 N 0.9086 2.0416 1.0397  -0.51
6 C 1.2637 0.6479 -1.0294  0.05
7 O -0.9071 1.9250 -0.3640  -0.52
8 N 1.9351 0.2369 -1.8767  -0.50
9 H 0.8884 -1.6826 0.2283  0.39
10 H 0.4331 2.5243 1.7911  0.25
11 H 1.7378 1.5315 1.3015  0.25
12 H -1.6295 -0.1309 1.0421  0.32
13 H -0.0991 -0.3365 2.0153  0.36
14 H -1.5124 -0.7628 -1.4008  0.30
15 H -1.4142 -2.4862 -0.9342  0.34
16 H -0.1639 -1.7664 -1.9668  0.36

Calculated values
HOMO level: -9.70 eV
structure (SMILES): N#CC(N)=O.C=CC
lowest unoccupied orbital energy: -0.5578 eV
2S+1: 1


<ii>
The following is a DFT calculation (ωB97M-V with the def2-TZVPD basis set) of an isolated molecule of C5H8N2O.

Last column: Mulliken charge in e.
Cartesian coordinates (Å):
1 C -2.5103 -0.5705 0.3670  -0.76
2 C -0.4983 0.3238 -0.3763  0.37
3 C 0.1316 1.4782 -0.1897  -0.52
4 C 1.5825 1.1728 0.1071  -0.21
5 C 1.6540 -0.3519 -0.0719  0.12
6 H -3.5314 -0.7824 0.0091  0.24
7 H -2.0408 -1.5440 0.5959  0.33
8 H -2.5542 -0.0194 1.2801  0.32
9 H -0.3179 2.4681 -0.1341  0.38
10 H 1.8980 1.4589 1.1240  0.23
11 H 2.2940 1.6780 -0.5816  0.29
12 H 2.4726 -1.9868 -0.2255  0.22
13 H 0.1600 -1.6110 -0.8962  0.27
14 N 2.7224 -1.0180 -0.0615  -0.67
15 N 0.3571 -0.8082 -0.2885  -0.19
16 O -1.8193 0.1122 -0.6578  -0.40

Calculated values
HOMO level: -8.36 eV
structure (SMILES): [H]/N=C1/CC=C(OC)N1
lowest unoccupied orbital energy: 0.8157 eV
2S+1: 1


Energy above the most stable structure, in hartree: <i> 0.0825; <ii> 0.0000


<i>
The following is a DFT calculation (ωB97M-V with the def2-TZVPD basis set) of an isolated molecule of C5H8N2O.

Last column: Mulliken charge in e.
Cartesian coordinates (Å):
1 C -1.7796 -0.1588 0.0234  -0.18
2 C -0.4461 -0.0698 -0.1181  0.55
3 C 0.4087 -1.2045 0.0180  -0.26
4 C 0.4308 -2.3389 0.7696  -0.75
5 C 0.2147 1.1087 -0.6789  -0.62
6 H -2.0493 -2.3918 0.8348  0.26
7 H -3.5168 -1.4632 0.8872  0.24
8 H -2.4577 0.6308 -0.3844  0.29
9 H 1.3083 -0.8805 -0.4772  0.41
10 H 1.5549 -2.7417 0.8306  0.22
11 H -0.3160 -2.4956 1.6294  0.27
12 H -0.4061 1.9137 -0.9067  0.43
13 H 2.8211 2.5406 -0.4241  0.36
14 N -2.3365 -1.3360 0.6816  -0.52
15 N 1.5803 1.2880 -0.3481  -0.31
16 O 1.9231 2.6504 -0.5510  -0.37

Calculated values
HOMO level: -7.78 eV
structure (SMILES): C=CC(/C=N/O)=C\N
lowest unoccupied orbital energy: 0.5703 eV
2S+1: 1


<ii>
The following is a DFT calculation (ωB97M-V with the def2-TZVPD basis set) of a structure of composition C5H8N2O.

Last column: Mulliken charge in e.
Cartesian coordinates (Å):
1 C -2.7704 -0.2659 -0.0037  -0.93
2 C -1.3039 -0.4675 -0.1748  0.49
3 C 0.6923 -1.2439 -0.1778  0.62
4 C 0.8690 0.1087 -0.0401  0.22
5 C 2.0181 1.0005 -0.0021  -1.49
6 H -3.1216 0.2560 -0.7949  0.36
7 H -3.4005 -1.2470 0.5140  0.25
8 H -2.5177 0.5736 0.9474  0.19
9 H 2.6039 -1.2759 0.5834  0.37
10 H 1.6893 2.0758 0.0237  0.29
11 H 2.7569 0.8092 0.7845  0.37
12 H 2.5586 1.0162 -0.8790  0.38
13 H -0.7771 1.6338 -0.4371  0.31
14 N -0.6841 -1.5834 -0.0651  -0.67
15 N -0.4223 0.5865 -0.1638  -0.16
16 O 1.8095 -1.9767 -0.1147  -0.61

Calculated values
HOMO level: -7.59 eV
lowest unoccupied orbital energy: 0.3249 eV
2S+1: 1


Energy above the most stable structure, in hartree: <i> 0.0711; <ii> 0.0000


<i>
The following is a DFT calculation (ωB97M-V with the def2-TZVPD basis set) of a structure of composition C5H16N4.

Last column: Mulliken charge in e.
Cartesian coordinates (Å):
1 C -1.8602 0.4468 0.5019  0.71
2 C -2.7979 1.3740 1.2362  -1.28
3 N -2.3977 -0.3008 -0.4982  -1.03
4 N -0.8496 1.5787 -0.5942  -0.61
5 H -1.0998 0.0111 1.1630  0.23
6 H -1.4559 0.9515 -1.3022  0.37
7 H -1.9271 -1.1972 -0.5981  0.21
8 H -0.8927 2.5965 -0.5906  0.27
9 H 0.1166 1.2442 -0.5949  0.24
10 H -3.2669 0.8305 2.0566  0.32
11 H -2.2551 2.2361 1.6360  0.32
12 H -3.5746 1.7333 0.5623  0.34
13 C 1.0261 -1.8177 -1.5143  -1.47
14 N 1.9317 0.1962 -0.5231  -0.14
15 C 1.5505 -1.1366 -0.2833  0.95
16 N 2.6655 0.9240 0.4411  -0.77
17 C 1.5649 -1.7024 0.9250  -1.01
18 H 2.3278 0.3429 -1.4429  0.23
19 H 2.0276 1.2198 1.1740  0.26
20 H 3.3816 0.3356 0.8689  0.27
21 H 0.6923 -2.8261 -1.2828  0.34
22 H 0.1804 -1.2621 -1.9236  0.34
23 H 1.7990 -1.8813 -2.2848  0.37
24 H 1.9162 -1.1906 1.8080  0.28
25 H 1.1973 -2.7062 1.0601  0.26

Calculated values
HOMO level: -7.78 eV
lowest unoccupied orbital energy: 0.8180 eV
2S+1: 1


<ii>
The following is a DFT calculation (ωB97M-V with the def2-TZVPD basis set) of a cluster of 2 separate species, C5H16N4 in total.

Last column: Mulliken charge in e.
Cartesian coordinates (Å):
1 C 0.1538 -0.2327 1.2649  -0.58
2 C 1.6772 -0.3038 1.2190  -1.29
3 N 0.6494 2.4658 -0.6575  0.37
4 N 0.9514 3.2804 0.3251  -0.40
5 N 1.4907 2.0011 -1.3978  -0.57
6 H 0.2009 3.6419 0.8892  0.23
7 H 2.4740 2.3001 -1.2141  0.18
8 H 0.8499 -0.1835 -1.5295  0.31
9 H 1.9124 3.5819 0.5095  0.19
10 H -0.1383 0.7707 1.5899  0.24
11 H -0.2040 -0.9346 2.0186  0.46
12 H 2.0757 0.2810 0.3921  0.22
13 H 2.0911 0.0850 2.1493  0.39
14 H 2.0175 -1.3322 1.1011  0.35
15 C -1.6416 -1.6033 0.1053  -0.68
16 C -2.5264 -1.7506 -1.1240  -1.31
17 C -0.5600 -0.5340 -0.0986  0.19
18 N 0.2911 -0.9572 -1.1928  -0.67
19 H 0.9054 -1.7123 -0.9101  0.23
20 H -1.0415 0.3869 -0.4406  0.39
21 H -1.1478 -2.5560 0.3119  0.36
22 H -2.2510 -1.3420 0.9732  0.35
23 H -3.1117 -0.8462 -1.2789  0.31
24 H -3.2109 -2.5892 -1.0029  0.38
25 H -1.9074 -1.9172 -2.0023  0.33

Calculated values
HOMO level: -8.62 eV
structure (SMILES): [H]/N=N\N.CCC(N)CC
lowest unoccupied orbital energy: 0.8102 eV
2S+1: 1


Energy above the most stable structure, in hartree: <i> 0.0512; <ii> 0.0000


<i>
The following is a DFT calculation (ωB97M-V with the def2-TZVPD basis set) of a structure of composition C39H32GeHgN3OS2.

Last column: Mulliken charge in e.
Cartesian coordinates (Å):
1 Hg 1.5010 2.1443 -1.7524  0.19
2 N -1.8874 -0.5923 -4.3451  0.12
3 C -0.8982 -0.7561 -5.2965  1.13
4 C -0.8686 -1.4129 -6.5241  -1.20
5 C 0.3192 -1.3536 -7.2256  -0.57
6 C 1.4378 -0.6619 -6.7244  -0.75
7 C 1.3991 -0.0255 -5.5008  -0.85
8 C 0.2092 -0.0830 -4.7748  0.22
9 N -0.1021 0.4602 -3.5351  0.02
10 C -1.3453 0.1399 -3.3256  -0.02
11 C -2.1151 0.4930 -2.1262  -0.75
12 C -3.4593 0.3472 -1.9792  -0.12
13 S -3.9352 0.8603 -0.4288  -0.19
14 C -2.3035 1.2547 -0.0797  0.02
15 N -1.4591 1.0146 -1.0325  0.05
16 H -2.8184 -0.9681 -4.3819  0.36
17 H -1.7292 -1.9393 -6.9167  0.48
18 H 0.3895 -1.8413 -8.1888  0.41
19 H 2.3409 -0.6265 -7.3191  0.42
20 H 2.2553 0.5076 -5.1057  0.53
21 H -4.1842 -0.0223 -2.6869  0.45
22 H -2.0257 1.6737 0.8806  0.20
23 O 0.6910 0.7463 1.6163  0.54
24 S 1.3685 2.1313 1.6743  -0.41
25 C 2.2090 2.1273 3.2419  0.76
26 C 3.1050 3.1618 3.4723  -0.56
27 C 3.7390 3.2283 4.7034  -0.67
28 C 3.4813 2.2627 5.6690  -0.54
29 C 2.5986 1.2223 5.4093  -0.88
30 C 1.9487 1.1454 4.1855  -0.20
31 C -0.0141 3.1719 2.0409  0.99
32 C -1.0028 2.7444 2.9186  -0.39
33 C -2.0750 3.5854 3.1553  -0.55
34 C -2.1424 4.8290 2.5279  -0.58
35 C -1.1435 5.2368 1.6582  -0.66
36 C -0.0646 4.3989 1.4016  -0.49
37 H 3.3066 3.9017 2.7057  0.48
38 H 4.4382 4.0285 4.9055  0.43
39 H 3.9785 2.3175 6.6284  0.41
40 H 2.4112 0.4675 6.1617  0.45
41 H 1.2603 0.3368 3.9697  0.48
42 H -0.9345 1.7761 3.3998  0.29
43 H -2.8596 3.2763 3.8336  0.46
44 H -2.9850 5.4803 2.7199  0.43
45 H -1.2032 6.2003 1.1702  0.42
46 H 0.7146 4.6911 0.7079  0.45
47 C 3.0353 -1.0355 1.3718  -1.44
48 Ge 1.1490 -0.9931 0.9931  0.78
49 C 0.1260 -1.8797 2.3598  0.52
50 C -1.1176 -1.4172 2.7943  0.48
51 C -1.8007 -2.0817 3.8010  -1.16
52 C -1.2471 -3.2137 4.3883  -0.57
53 C -0.0067 -3.6735 3.9750  -0.79
54 C 0.6773 -3.0085 2.9636  -0.51
55 C 0.8058 -1.3063 -0.8587  1.29
56 C 1.9314 -1.3011 -1.6482  -0.17
57 C 1.9088 -1.8095 -2.9638  -1.43
58 C 0.7626 -2.3519 -3.4571  -0.74
59 C -0.4269 -2.3717 -2.6858  0.92
60 C -1.6220 -2.9330 -3.2050  -0.81
61 C -2.7732 -2.9254 -2.4745  -0.90
62 C -2.7884 -2.3292 -1.1927  -1.09
63 C -1.6501 -1.7898 -0.6684  0.38
64 C -0.4252 -1.8181 -1.3814  -0.95
65 H 3.4792 -1.9519 0.9831  0.53
66 H 3.1938 -0.9886 2.4496  0.40
67 H 3.5331 -0.1857 0.8999  0.49
68 H -1.5562 -0.5285 2.3529  0.28
69 H -2.7671 -1.7196 4.1286  0.45
70 H -1.7861 -3.7368 5.1673  0.40
71 H 0.4319 -4.5470 4.4392  0.43
72 H 1.6463 -3.3809 2.6483  0.40
73 H 2.8666 -0.9138 -1.2621  0.37
74 H 2.8056 -1.7784 -3.5683  0.49
75 H 0.7405 -2.7667 -4.4590  0.62
76 H -1.6012 -3.3662 -4.1992  0.58
77 H -3.6767 -3.3704 -2.8718  0.47
78 H -3.7107 -2.2990 -0.6259  0.58
79 H -1.6837 -1.3079 0.2985  -0.13

Calculated values
HOMO level: -9.96 eV
lowest unoccupied orbital energy: -2.6715 eV
charge: +1
2S+1: 1


<ii>
The following is a DFT calculation (ωB97M-V with the def2-TZVPD basis set) of a structure of composition C39H32GeHgN3OS2.

Last column: Mulliken charge in e.
Cartesian coordinates (Å):
1 Hg -0.6110 1.3234 0.2942  1.90
2 N -0.2744 0.0747 4.5207  -0.05
3 C 0.4468 -1.0235 4.0719  0.80
4 C 1.1411 -2.0259 4.7401  -1.18
5 C 1.7695 -2.9650 3.9457  -0.83
6 C 1.7161 -2.9050 2.5436  -1.34
7 C 1.0240 -1.9090 1.8877  0.19
8 C 0.3755 -0.9661 2.6787  -0.07
9 N -0.3893 0.1344 2.3166  -0.14
10 C -0.7400 0.7305 3.4327  0.00
11 C -1.5291 1.9603 3.4345  -0.27
12 C -1.8696 2.7527 4.4882  -0.46
13 S -2.7983 4.0742 3.9410  -0.11
14 C -2.6716 3.4972 2.3437  -0.31
15 N -1.9907 2.3988 2.2108  0.01
16 H -0.4504 0.3205 5.4776  0.24
17 H 1.1941 -2.0714 5.8199  0.45
18 H 2.3237 -3.7669 4.4161  0.44
19 H 2.2409 -3.6555 1.9654  0.56
20 H 0.9965 -1.8478 0.8064  0.75
21 H -1.6279 2.6299 5.5336  0.38
22 H -3.1348 4.0123 1.5123  0.46
23 O -2.6809 0.4412 -0.8514  -0.57
24 S -3.2702 -0.7649 -0.1743  0.22
25 C -4.5258 -1.3952 -1.2736  0.44
26 C -5.5734 -2.1225 -0.7320  -0.28
27 C -6.5304 -2.6563 -1.5847  -0.63
28 C -6.4371 -2.4390 -2.9512  -0.46
29 C -5.3945 -1.6823 -3.4753  -0.66
30 C -4.4265 -1.1565 -2.6359  -0.31
31 C -2.0586 -2.0760 -0.3856  0.76
32 C -1.0083 -1.8921 -1.2715  -0.40
33 C -0.0931 -2.9218 -1.4513  -0.54
34 C -0.2411 -4.1137 -0.7557  -0.56
35 C -1.2899 -4.2775 0.1412  -0.66
36 C -2.2012 -3.2519 0.3377  -0.78
37 H -5.6485 -2.2659 0.3405  0.44
38 H -7.3531 -3.2305 -1.1786  0.40
39 H -7.1864 -2.8541 -3.6137  0.39
40 H -5.3377 -1.5042 -4.5413  0.41
41 H -3.6104 -0.5563 -3.0201  0.40
42 H -0.9195 -0.9572 -1.8137  0.67
43 H 0.7372 -2.7846 -2.1321  0.37
44 H 0.4684 -4.9185 -0.9076  0.45
45 H -1.3950 -5.2035 0.6927  0.43
46 H -3.0214 -3.3726 1.0382  0.39
47 C -0.2761 2.5106 -3.1883  -1.44
48 Ge 0.7902 2.1461 -1.5897  0.41
49 C 1.7464 3.7453 -1.0003  0.33
50 C 1.5172 4.3657 0.2239  0.23
51 C 2.2180 5.5067 0.5903  -0.65
52 C 3.1655 6.0438 -0.2689  -0.45
53 C 3.4101 5.4348 -1.4927  -0.72
54 C 2.7052 4.2951 -1.8523  -0.42
55 C 2.0007 0.6468 -1.9747  0.82
56 C 1.9677 0.0833 -3.2259  -0.45
57 C 2.7413 -1.0550 -3.5502  -0.94
58 C 3.5114 -1.6498 -2.5951  -0.97
59 C 3.5693 -1.1172 -1.2818  1.42
60 C 4.3654 -1.7231 -0.2786  -0.93
61 C 4.4428 -1.1848 0.9744  -0.66
62 C 3.7263 -0.0092 1.2800  -1.05
63 C 2.9430 0.5902 0.3336  -0.34
64 C 2.8336 0.0546 -0.9753  -0.09
65 H 0.3538 2.7999 -4.0306  0.41
66 H -0.9649 3.3283 -2.9782  0.42
67 H -0.8637 1.6354 -3.4668  0.35
68 H 0.7799 3.9573 0.9101  0.08
69 H 2.0252 5.9775 1.5465  0.40
70 H 3.7129 6.9348 0.0134  0.38
71 H 4.1517 5.8459 -2.1660  0.39
72 H 2.9182 3.8278 -2.8095  0.36
73 H 1.3476 0.5184 -4.0020  0.39
74 H 2.7122 -1.4528 -4.5570  0.41
75 H 4.0995 -2.5309 -2.8265  0.41
76 H 4.9217 -2.6201 -0.5282  0.42
77 H 5.0618 -1.6501 1.7320  0.43
78 H 3.8066 0.4250 2.2703  0.47
79 H 2.4151 1.5031 0.5818  0.23

Calculated values
HOMO level: -10.33 eV
lowest unoccupied orbital energy: -2.6175 eV
charge: +1
2S+1: 1


Energy above the most stable structure, in hartree: <i> 0.0448; <ii> 0.0000